Record 1
ORCA calculation (wB97M-V/def2-TZVPD) on a molecular structure, C25H20Cl2F2N3OPd.

The geometry in XYZ format:
```
54
C25H20Cl2F2N3OPd (wB97M-V/def2-TZVPD)
Pd -0.3889 -0.2016 0.5415
O -1.3507 2.1298 0.1707
C -1.0818 2.7138 -1.1224
C -0.0436 3.8315 -1.0025
C 1.3449 3.4390 -0.4725
C 2.0902 2.5220 -1.4066
C 2.7436 3.0180 -2.5302
C 3.4054 2.1426 -3.3764
C 3.4028 0.7932 -3.0547
C 2.7398 0.3878 -1.9107
N 2.0949 1.2285 -1.1032
H -2.1471 1.5936 0.0796
H -2.0112 3.1700 -1.4820
H -0.7745 1.9452 -1.8361
H -0.4657 4.5820 -0.3280
H 0.0811 4.2803 -1.9918
H 1.2359 2.9407 0.4913
H 1.9239 4.3553 -0.3326
H 2.7372 4.0818 -2.7362
H 3.9127 2.5037 -4.2619
H 3.9018 0.0649 -3.6798
H 2.7217 -0.6546 -1.6096
F 0.5415 -5.3421 -0.8110
C 0.7200 -4.3210 0.0798
C 0.0850 -3.1045 -0.1333
C 0.2711 -2.0726 0.7661
C 1.0943 -2.2439 1.9269
C 1.7225 -3.4952 2.0575
F 2.5716 -3.7351 3.0989
C 1.5572 -4.5260 1.1600
C 1.1730 -1.1395 2.8269
C 1.7347 -1.1321 4.1229
C 1.6533 -0.0145 4.9103
C 0.9996 1.1478 4.4050
C 0.4727 1.0900 3.1385
N 0.5459 0.0143 2.3520
H -0.5341 -2.9823 -1.0138
H 2.0843 -5.4604 1.2948
H 2.2134 -2.0242 4.4954
H 2.0737 -0.0101 5.9087
H 0.9106 2.0478 4.9974
H -0.0407 1.9500 2.7148
Cl -2.3867 -0.7869 -3.8463
C -3.3172 -1.0912 -2.4129
C -4.5887 -1.5897 -2.5386
C -5.3603 -1.8444 -1.4061
C -4.8386 -1.5514 -0.1508
C -3.5628 -1.0566 -0.0261
Cl -3.0026 -0.6022 1.5605
C -2.6656 -0.8414 -1.1452
N -1.4253 -0.4285 -1.0933
H -4.9908 -1.7630 -3.5280
H -6.3527 -2.2621 -1.5007
H -5.4302 -1.6967 0.7435
```

Values from the calculation:
relative energy (zero: lowest compared OMol25 entry of this formula, charge and spin): 80.17 kJ/mol
charge: -1
spin multiplicity: 3
gap between HOMO and LUMO (spin up / spin down): 3.86 / 6.09 eV
LUMO energy (spin up / spin down): 2.67 / 1.77 eV
F_max: 0.72 eV/A
⟨S²⟩: 2.075

Record 2
ORCA calculation (wB97M-V/def2-TZVPD) on a molecular structure, C25H20Cl5IrN2O3S in a non-equilibrium geometry.

The geometry in XYZ format:
```
57
C25H20Cl5IrN2O3S (wB97M-V/def2-TZVPD)
Ir -0.8693 -0.9240 -0.4533
O -3.4231 1.8299 1.9128
S -2.4387 0.7899 1.8086
O -2.8300 -0.5705 2.0560
N -1.7344 0.8067 0.3438
C -1.7856 1.9069 -0.5163
C -2.2099 3.1901 -0.2558
C -2.1540 4.1781 -1.2607
C -1.6750 3.9109 -2.5078
C -1.2323 2.6033 -2.8138
C -0.6754 2.2407 -4.0578
C -0.2116 0.9711 -4.2418
C -0.3320 0.0365 -3.2046
N -0.9271 0.3196 -2.0667
C -1.3235 1.6092 -1.8245
C -1.1186 1.1346 2.9433
C -0.3776 2.3007 2.7960
C 0.6653 2.5574 3.6695
C 0.9606 1.6536 4.6839
C 0.2122 0.4952 4.8260
C -0.8345 0.2290 3.9524
H -2.6061 3.4386 0.7153
H -2.4965 5.1760 -1.0191
H -1.6159 4.6810 -3.2660
H -0.5921 2.9853 -4.8399
H 0.2616 0.6609 -5.1624
H 0.0824 -0.9492 -3.2971
H -0.6044 2.9966 1.9977
H 1.2517 3.4598 3.5570
H 1.7781 1.8553 5.3640
H 0.4421 -0.2064 5.6172
H -1.4296 -0.6695 4.0470
C 3.3609 -0.8081 -0.9074
C 2.1266 -0.4450 -0.0788
C 2.0839 1.0623 0.1856
C 2.1844 -1.1844 1.2498
O 1.0547 -0.7729 -0.9542
H 4.2768 -0.5273 -0.3828
H 3.3359 -0.2866 -1.8648
H 3.3778 -1.8821 -1.0968
H 2.9594 1.4043 0.7434
H 1.1929 1.3134 0.7678
H 2.0411 1.6020 -0.7625
H 3.1417 -0.9583 1.7240
H 2.1211 -2.2658 1.1151
H 1.4009 -0.8548 1.9321
Cl -1.2508 -3.0470 -3.7668
C -0.7033 -3.6709 -2.2396
C -0.6298 -2.8542 -1.1173
C -0.4375 -3.5490 0.0632
Cl -0.6827 -2.4432 1.4119
C -0.2009 -4.8931 0.2227
Cl 0.0301 -5.5686 1.7823
C -0.1664 -5.6599 -0.9407
Cl 0.1620 -7.3423 -0.8432
C -0.4464 -5.0469 -2.1631
Cl -0.4891 -6.0187 -3.5825
```

Values from the calculation:
relative energy (zero: lowest compared OMol25 entry of this formula, charge and spin): 41.19 kJ/mol
charge: 0
spin multiplicity: 1
gap between HOMO and LUMO: 7.15 eV
LUMO energy: -0.90 eV
F_max: 1.18 eV/A

Record 3
ORCA calculation (wB97M-V/def2-TZVPD) on a molecular structure, C25H20ClF5PSn in a non-equilibrium geometry.

The geometry in XYZ format:
```
53
C25H20ClF5PSn (wB97M-V/def2-TZVPD)
C 1.1528 -0.9688 2.0139
C 1.5713 0.3762 1.9480
C 0.3984 1.2183 1.7753
H 2.6052 0.7234 2.0610
C -0.7536 0.3337 1.8086
C -0.2655 -0.9979 1.9079
H -0.8972 -1.8628 2.0278
H 1.8160 -1.8204 2.1765
H 0.3664 2.3248 1.7443
H -1.7903 0.6415 1.8760
Sn 0.0171 0.5351 -0.7412
Cl -2.2316 1.4413 -0.7804
P 0.9043 3.1952 -1.5244
C 0.4272 4.6960 -0.5835
C 1.3196 5.7633 -0.3578
H 2.3730 5.6798 -0.6389
C 0.8453 6.9524 0.2015
H 1.5364 7.7899 0.3438
C -0.5053 7.0704 0.5602
H -0.8765 8.0118 0.9704
C -1.3811 5.9845 0.4047
H -2.4270 6.0691 0.7068
C -0.9082 4.7946 -0.1429
H -1.5606 3.9276 -0.2478
C 2.7299 3.3480 -1.5821
C 3.4406 2.9769 -0.4216
H 2.8962 2.5686 0.4313
C 4.8255 3.1235 -0.3661
H 5.3715 2.8243 0.5328
C 5.5080 3.6501 -1.4744
H 6.5923 3.7792 -1.4291
C 4.8113 4.0037 -2.6395
H 5.3417 4.4257 -3.4988
C 3.4249 3.8298 -2.7049
H 2.8878 4.0953 -3.6187
C 0.3839 3.5740 -3.2447
C 0.0173 4.8728 -3.6420
H -0.0367 5.6829 -2.9086
C -0.2574 5.1348 -4.9873
H -0.5022 6.1560 -5.2936
C -0.2114 4.0940 -5.9246
H -0.4164 4.3073 -6.9753
C 0.0817 2.7828 -5.5217
H 0.0860 1.9704 -6.2499
C 0.3692 2.5199 -4.1826
H 0.5797 1.5010 -3.8480
F -1.1144 -1.5113 -2.6966
C -0.7989 -1.6317 -1.3610
F -1.9423 -1.9485 -0.6813
C 0.1477 -2.8304 -1.2397
F -0.3370 -3.8786 -1.9536
F 1.3885 -2.5300 -1.7166
F 0.2589 -3.2092 0.0578
```

Values from the calculation:
relative energy (zero: lowest compared OMol25 entry of this formula, charge and spin): 0.00 kJ/mol
charge: +1
spin multiplicity: 1
gap between HOMO and LUMO (spin up / spin down): 5.01 / 5.91 eV
LUMO energy (spin up / spin down): -6.28 / -6.02 eV
F_max: 2.10 eV/A

Record 4
ORCA calculation (wB97M-V/def2-TZVPD) on a molecular structure, C25H20CrN3OS3 in a non-equilibrium geometry.

The geometry in XYZ format:
```
53
C25H20CrN3OS3 (wB97M-V/def2-TZVPD)
Cr 1.1458 -0.2592 -0.2520
C 0.1178 -2.1897 -2.7497
C -0.6680 -2.0177 -1.4360
N -0.1970 -2.5151 -0.3259
N -1.1664 -2.3224 0.6895
C -0.8713 -1.6547 1.7355
S 0.6009 -0.7035 2.0203
S -2.2048 -1.4931 2.9073
C -2.9476 0.1587 2.3960
C -2.3020 1.3230 3.1025
C -2.6310 1.5848 4.4353
C -1.9759 2.6313 5.1141
C -1.0336 3.4134 4.5041
C -0.7493 3.2018 3.1063
C -1.3871 2.1794 2.4708
C -1.8987 -1.1891 -1.5421
C -3.0187 -1.5781 -2.2363
C -4.1545 -0.8074 -2.2971
C -4.1134 0.4809 -1.7213
C -2.9178 0.9319 -1.1782
C -1.7857 0.1605 -1.0451
O -0.6929 0.5974 -0.4970
H -0.4956 -2.9435 -3.2953
H 0.0280 -1.2532 -3.3446
H 1.1460 -2.5635 -2.5818
H -2.8372 0.0982 1.3118
H -3.8967 -0.1957 2.8421
H -3.3404 0.9983 4.9573
H -2.1774 2.8573 6.1725
H -0.6197 4.2017 5.0930
H -0.0478 3.7772 2.5682
H -1.0437 1.9044 1.4600
H -3.0571 -2.5785 -2.5730
H -5.0768 -1.1423 -2.7866
H -4.9133 1.2107 -1.8305
H -2.7506 1.9293 -0.7660
S 4.1235 1.1225 -3.4888
C 2.6274 1.7405 -4.0329
C 1.5891 1.3606 -3.2145
C 1.9058 0.5904 -2.0737
C 3.2881 0.4076 -2.1254
C 3.9415 -0.3710 -1.1233
C 5.2660 -0.8013 -1.2058
C 5.7198 -1.7527 -0.3330
C 4.8932 -2.3391 0.6515
C 3.6295 -1.8177 0.6959
N 3.1817 -0.7803 -0.0963
H 2.5348 2.4201 -4.8549
H 0.6087 1.6423 -3.5284
H 5.7597 -0.4442 -2.0949
H 6.7503 -2.0218 -0.3335
H 5.2752 -3.1800 1.1936
H 2.8392 -2.0093 1.5361
```

Values from the calculation:
relative energy (zero: lowest compared OMol25 entry of this formula, charge and spin): 38.30 kJ/mol
charge: -1
spin multiplicity: 5
gap between HOMO and LUMO (spin up / spin down): 6.75 / 6.83 eV
LUMO energy (spin up / spin down): 2.42 / 2.42 eV
F_max: 3.59 eV/A
⟨S²⟩: 6.020

Record 5
ORCA calculation (wB97M-V/def2-TZVPD) on a molecular structure, C25H20N4O2Pd.

The geometry in XYZ format:
```
52
C25H20N4O2Pd (wB97M-V/def2-TZVPD)
Pd 0.2193 0.1931 0.5094
O 3.3322 -0.0154 -2.8143
C 3.7182 1.2677 -2.7146
C 4.7191 1.6956 -3.5906
C 5.1761 2.9938 -3.5449
C 4.6525 3.9030 -2.6244
C 3.6655 3.4858 -1.7587
C 3.1772 2.1722 -1.7858
C 2.1176 1.7526 -0.8455
O 1.7057 0.5345 -0.9286
N 1.6583 2.6817 0.0067
N 0.7072 2.1165 0.7868
C 0.1137 2.7125 1.7454
C -0.8271 1.8677 2.5144
C -1.5279 2.3486 3.6022
C -2.3736 1.4945 4.2986
C -2.5013 0.1841 3.8856
C -1.7705 -0.2392 2.7847
N -0.9541 0.5753 2.1246
H 2.6751 -0.1736 -2.1069
H 5.1201 0.9777 -4.2934
H 5.9539 3.3065 -4.2309
H 5.0157 4.9209 -2.5898
H 3.2401 4.1657 -1.0349
H 0.2993 3.7510 2.0008
H -1.4091 3.3838 3.8917
H -2.9260 1.8555 5.1563
H -3.1484 -0.5123 4.3989
H -1.8296 -1.2502 2.4050
N -1.3304 -0.2890 -1.6342
C -2.4377 -0.9386 -1.0642
C -3.7116 -0.4014 -1.2359
C -4.8218 -0.9919 -0.6555
C -4.6718 -2.1453 0.1010
C -3.4004 -2.6705 0.2831
C -2.2633 -2.0819 -0.2708
C -0.9175 -2.6508 0.0328
C -0.7562 -4.0393 -0.0055
C 0.4341 -4.6328 0.3778
C 1.4840 -3.8333 0.8086
C 1.3360 -2.4537 0.8304
C 0.1456 -1.8299 0.4387
H -0.6275 -0.8945 -2.0347
H -1.5919 0.4446 -2.2764
H -3.8269 0.4898 -1.8435
H -5.8015 -0.5557 -0.8034
H -5.5300 -2.6249 0.5526
H -3.2727 -3.5527 0.9000
H -1.5724 -4.6595 -0.3584
H 0.5424 -5.7091 0.3358
H 2.4183 -4.2834 1.1216
H 2.1739 -1.8455 1.1523
```

Values from the calculation:
relative energy (zero: lowest compared OMol25 entry of this formula, charge and spin): 17.67 kJ/mol
charge: 0
spin multiplicity: 1
gap between HOMO and LUMO: 6.99 eV
LUMO energy: -0.73 eV
F_max: 0.77 eV/A

Record 6
ORCA calculation (wB97M-V/def2-TZVPD) on a molecular structure, C25H20N4O2Pd in a non-equilibrium geometry.

The geometry in XYZ format:
```
52
C25H20N4O2Pd (wB97M-V/def2-TZVPD)
Pd -0.8720 0.4180 1.4097
O 3.8070 1.8585 -1.3774
C 3.5692 0.6655 -1.9517
C 4.2602 0.3804 -3.1320
C 4.0566 -0.8125 -3.7944
C 3.1615 -1.7564 -3.2963
C 2.4890 -1.4807 -2.1232
C 2.6733 -0.2833 -1.4302
C 1.8760 -0.0866 -0.1804
O 1.1753 -1.0066 0.2613
N 2.0233 1.1480 0.3783
N 1.1210 1.4070 1.3253
C 1.3376 2.3226 2.1971
C 0.3667 2.5155 3.2867
C 0.5842 3.5034 4.2440
C -0.3409 3.6733 5.2577
C -1.4656 2.8624 5.2917
C -1.6059 1.8977 4.3081
N -0.7147 1.7124 3.3388
H 3.1942 1.9220 -0.6024
H 4.9487 1.1247 -3.5100
H 4.5984 -1.0089 -4.7116
H 2.9999 -2.6916 -3.8152
H 1.7903 -2.1911 -1.7006
H 2.2494 2.9143 2.1915
H 1.4646 4.1279 4.1794
H -0.1882 4.4362 6.0098
H -2.2177 2.9637 6.0606
H -2.4652 1.2384 4.2921
N -1.5359 -1.5762 1.4926
C -2.1357 -2.3636 0.4481
C -2.7505 -3.5543 0.8216
C -3.3546 -4.3656 -0.1177
C -3.3480 -3.9706 -1.4473
C -2.7393 -2.7852 -1.8106
C -2.0992 -1.9499 -0.8848
C -1.5150 -0.6580 -1.3345
C -1.2717 -0.4529 -2.6989
C -0.9217 0.7840 -3.2066
C -0.8299 1.8758 -2.3576
C -0.9942 1.6848 -0.9955
C -1.2960 0.4281 -0.4748
H -0.5243 -1.7734 1.4610
H -1.8815 -1.8896 2.3927
H -2.7447 -3.8433 1.8669
H -3.8267 -5.2900 0.1865
H -3.8318 -4.5768 -2.2016
H -2.7954 -2.4754 -2.8434
H -1.3276 -1.2916 -3.3791
H -0.7202 0.8919 -4.2641
H -0.5815 2.8568 -2.7415
H -0.8507 2.5210 -0.3183
```

Values from the calculation:
relative energy (zero: lowest compared OMol25 entry of this formula, charge and spin): 124.70 kJ/mol
charge: 0
spin multiplicity: 1
gap between HOMO and LUMO: 7.08 eV
LUMO energy: -0.56 eV
F_max: 1.15 eV/A

Record 7
ORCA calculation (wB97M-V/def2-TZVPD) on a molecular structure, C25H21AsF5IrN3OS.

The geometry in XYZ format:
```
58
C25H21AsF5IrN3OS (wB97M-V/def2-TZVPD)
Ir -0.1668 0.2572 0.8061
S -1.4051 1.1194 -0.8406
C -2.4934 2.2688 -0.1537
C -3.6041 2.6687 -0.9103
C -4.4276 3.6662 -0.4213
C -4.1459 4.2817 0.7933
C -3.0378 3.8964 1.5479
C -2.2347 2.8721 1.0892
As -0.6736 2.2464 2.0198
C 0.3697 3.7862 2.4793
C 0.5404 4.0921 3.8281
C 1.2190 5.2522 4.1718
C 1.7349 6.0784 3.1845
C 1.5620 5.7620 1.8420
C 0.8819 4.6122 1.4821
C -1.2033 1.4262 3.6812
C -0.2122 0.7816 4.4204
C -0.5498 0.1280 5.5952
C -1.8720 0.1165 6.0263
C -2.8542 0.7650 5.2895
C -2.5235 1.4212 4.1110
H -3.7981 2.2101 -1.8713
H -5.2840 3.9838 -0.9998
H -4.7845 5.0766 1.1540
H -2.8120 4.4032 2.4786
H 0.1441 3.4569 4.6066
H 1.3445 5.5059 5.2154
H 2.2737 6.9745 3.4607
H 1.9595 6.4109 1.0739
H 0.7464 4.3766 0.4328
H 0.8237 0.8033 4.0937
H 0.2190 -0.3540 6.1845
H -2.1334 -0.3849 6.9487
H -3.8783 0.7724 5.6381
H -3.2957 1.9190 3.5378
F 2.5092 -0.3900 0.2773
C 1.7499 0.7618 0.4103
F 2.3012 1.4269 1.4701
C 2.0435 1.5948 -0.8512
F 1.5156 0.9811 -1.9164
F 3.3402 1.7525 -1.0383
F 1.4699 2.8055 -0.7319
C -3.4837 -2.6337 2.9303
N -2.0176 -2.5772 2.8215
C -1.2268 -3.5449 3.3732
C 0.1171 -3.5221 3.2751
C 0.7276 -2.4405 2.5723
N -0.0670 -1.4938 2.0328
C -1.4293 -1.5650 2.1462
O -2.0686 -0.6453 1.5849
N 2.0349 -2.3395 2.4495
H -3.7428 -3.0223 3.9113
H -3.8903 -3.2762 2.1518
H -3.8766 -1.6287 2.8184
H -1.7526 -4.3358 3.8904
H 0.7156 -4.3037 3.7168
H 2.6387 -3.0490 2.8329
H 2.4546 -1.5965 1.9070
```

Values from the calculation:
relative energy (zero: lowest compared OMol25 entry of this formula, charge and spin): 0.00 kJ/mol
charge: +2
spin multiplicity: 2
gap between HOMO and LUMO (spin up / spin down): 7.02 / 6.17 eV
LUMO energy (spin up / spin down): -7.62 / -8.62 eV
F_max: 0.98 eV/A
⟨S²⟩: 0.770

Record 8
ORCA calculation (wB97M-V/def2-TZVPD) on 5 unconnected molecules or ions with the total composition C25H21BN2O19P in a non-equilibrium geometry.

The geometry in XYZ format:
```
69
C25H21BN2O19P (wB97M-V/def2-TZVPD)
N 1.4752 -0.4403 1.4939
P 1.5517 0.3042 0.1134
O 2.3430 1.7275 0.3134
O 2.4673 -0.5602 -0.9379
B -0.1943 0.5469 -0.6915
N -1.0955 1.4670 0.2696
C -2.1175 0.8749 0.5197
O -2.9568 0.1658 0.9429
H 1.9663 -1.3241 1.4765
H 1.7091 2.3997 0.5820
H 1.8773 -1.0166 -1.5453
H -0.6784 -0.5719 -0.6755
H -0.1419 0.9569 -1.8309
C -1.2381 5.9668 3.3382
C -2.2693 6.3986 4.0693
C -3.3406 5.4689 4.5595
O -4.2383 5.9463 5.2372
C -3.2552 4.0714 4.2006
C -2.2224 3.6215 3.4623
C -1.1341 4.5527 2.9950
O -0.2193 4.1000 2.3449
O -2.1180 2.3575 3.1118
O -2.4273 7.6758 4.4188
H -0.4598 6.6271 2.9800
H -4.0434 3.4174 4.5443
H -1.2941 2.2567 2.5826
H -3.2506 7.7002 4.9423
C -0.6550 -4.4855 0.5890
C -1.5895 -5.2110 1.2113
C -1.2842 -6.0121 2.4413
O -2.1915 -6.6367 2.9650
C 0.0795 -6.0091 2.9478
C 1.0182 -5.2864 2.3244
C 0.7042 -4.4673 1.1039
O 1.6070 -3.8311 0.5986
O 2.2819 -5.2392 2.7291
O -2.8549 -5.2770 0.7903
H -0.8616 -3.9010 -0.2844
H 0.2912 -6.6017 3.8265
H 2.7353 -4.6383 2.1057
H -3.3111 -5.8609 1.4228
C 0.8732 -5.7627 -3.0297
C 1.4240 -6.4057 -4.0666
C 0.5999 -6.9075 -5.2190
O 1.1762 -7.4677 -6.1338
C -0.8380 -6.7032 -5.1803
C -1.3915 -6.0627 -4.1421
C -0.5635 -5.5391 -3.0026
O -1.1358 -4.9547 -2.1048
O -2.6954 -5.8440 -4.0417
O 2.7281 -6.6458 -4.1560
H 1.4563 -5.3935 -2.1962
H -1.4223 -7.0822 -6.0066
H -2.8236 -5.3616 -3.2010
H 2.8543 -7.1177 -5.0003
C 1.3510 5.3594 -0.4593
C 1.8378 6.5521 -0.1015
C 2.5879 7.4229 -1.0665
O 2.9861 8.5070 -0.6747
C 2.8067 6.9292 -2.4160
C 2.3226 5.7319 -2.7732
C 1.5453 4.8730 -1.8151
O 1.1256 3.8101 -2.2157
O 2.4867 5.2171 -3.9845
O 1.6959 7.0578 1.1256
H 0.8069 4.7233 0.2276
H 3.3640 7.5569 -3.0968
H 2.0371 4.3485 -3.9619
H 2.1398 7.9254 1.1042
```

Values from the calculation:
relative energy (zero: lowest compared OMol25 entry of this formula, charge and spin): 26.18 kJ/mol
charge: -1
spin multiplicity: 1
gap between HOMO and LUMO: 4.37 eV
LUMO energy: -0.02 eV
F_max: 1.80 eV/A